(a)
Density functional theory data (ωB97M-V/def2-TZVPD) for a gas-phase ion, C2H4N (charge +1).

The value obtained for the frontier orbital gap is 11.61 eV. Its LUMO energy is -0.179 Eh. Its HOMO energy is -16.485 eV. The structure (SMILES) is C#C[NH3+].

Structure (ORCA input):
```
! RIJCOSX wB97M-V def2-TZVPD def2/J DEFGRID3
* xyz 1 1
C -2.01 0.02 0.04
C -0.80 0.02 0.00
N 0.77 0.01 0.00
H -2.97 -0.27 -0.08
H 1.06 -0.70 -0.69
H 1.11 -0.22 1.00
H 1.18 0.87 -0.52
*
```

Results of the Löwdin charge analysis, in e, for atoms 1 through 6: C 0.192; C -0.024; N 0.208; H 0.030; H 0.164; H 0.220

(b)
Density functional theory data (ωB97M-V/def2-TZVPD) for 2 unconnected molecules or ions with the total composition C2H4N.

The value obtained for the frontier orbital gap (spin up / spin down) is 8.76 / 8.44 eV. Its LUMO energy (spin up / spin down) is -0.342 / -0.353 Eh. Its HOMO energy (spin up / spin down) is -18.069 / -18.047 eV.

Structure (ORCA input):
```
! RIJCOSX wB97M-V def2-TZVPD def2/J DEFGRID3
* xyz 1 1
C 0.05 1.46 -0.10
C 0.08 -1.04 0.18
N 0.07 0.32 -0.02
H -0.43 3.43 -0.74
H 1.08 -1.44 -0.03
H -0.20 -1.25 1.21
H -0.64 -1.49 -0.50
*
```

Results of the Löwdin charge analysis, in e, for atoms 1 through 6: C 0.177; C -0.036; N -0.024; H 0.507; H 0.126; H 0.124

(c)
Density functional theory data (ωB97M-V/def2-TZVPD) for 2 unconnected molecules or ions with the total composition C2H4N.

The value obtained for the frontier orbital gap (spin up / spin down) is 9.43 / 4.28 eV. Its LUMO energy (spin up / spin down) is -0.320 / -0.356 Eh. Its HOMO energy (spin up / spin down) is -18.131 / -13.968 eV.

Structure (ORCA input):
```
! RIJCOSX wB97M-V def2-TZVPD def2/J DEFGRID3
* xyz 1 1
C 1.53 1.00 -0.17
C -0.87 -1.70 -0.27
N 0.88 0.76 0.76
H 1.41 0.99 -1.33
H 2.61 0.98 -0.06
H -1.62 -2.44 -0.41
H -1.02 -0.65 -0.12
*
```

Results of the Löwdin charge analysis, in e, for atoms 1 through 6: C -0.127; C 0.609; N 0.192; H 0.157; H 0.123; H 0.041

Top of the stability list: (a), leading by 245.6 kJ/mol.

(a)
Density functional theory data (ωB97M-V/def2-TZVPD) for 2 unconnected molecules or ions with the total composition H2N2O3S.

The value obtained for the frontier orbital gap (spin up / spin down) is 9.22 / 7.00 eV. Its LUMO energy (spin up / spin down) is -0.017 / -0.054 Eh. Its HOMO energy (spin up / spin down) is -9.678 / -8.467 eV.

Structure (ORCA input):
```
! RIJCOSX wB97M-V def2-TZVPD def2/J DEFGRID3
* xyz 0 1
N -1.24 0.16 -0.48
N 0.92 -0.15 0.17
O -1.14 1.22 -1.05
O -2.15 -0.60 -0.50
O 1.05 1.18 0.39
S 0.98 -1.24 1.42
H 0.85 1.55 -0.43
H 0.72 -2.11 0.48
*
```

Results of the Löwdin charge analysis, in e, for atoms 1 through 6: N -0.264; N -0.491; O 0.030; O 0.074; O -0.083; S 0.812

(b)
Density functional theory data (ωB97M-V/def2-TZVPD) for a single H2N2O3S molecule.

The value obtained for the frontier orbital gap is 10.07 eV. Its LUMO energy is 0.005 Eh. Its HOMO energy is -9.942 eV.

Structure (ORCA input):
```
! RIJCOSX wB97M-V def2-TZVPD def2/J DEFGRID3
* xyz 0 1
N 1.28 0.35 0.18
N -1.09 -0.81 -0.14
O -1.47 -1.31 -1.17
O -0.45 2.07 -0.24
O -1.11 -1.17 0.98
S -0.06 0.78 -0.76
H 1.24 0.68 1.08
H 1.65 -0.59 0.08
*
```

Results of the Löwdin charge analysis, in e, for atoms 1 through 6: N -0.164; N -0.531; O -0.008; O -0.441; O 0.059; S 0.989

Top of the stability list: (b), leading by 272.1 kJ/mol.

(a)
Density functional theory data (ωB97M-V/def2-TZVPD) for 2 unconnected molecules or ions with the total composition H2N2O3S.

The value obtained for the frontier orbital gap is 9.08 eV. Its LUMO energy is -0.045 Eh. Its HOMO energy is -10.310 eV.

Structure (ORCA input):
```
! RIJCOSX wB97M-V def2-TZVPD def2/J DEFGRID3
* xyz 0 1
N 0.32 0.43 0.56
N 1.26 -0.77 -2.34
O -0.06 -0.43 -1.83
O 1.29 -0.60 -3.49
O 0.16 2.96 1.11
S 0.53 1.90 0.20
H -0.04 0.12 1.46
H 0.31 -0.29 -0.93
*
```

Results of the Löwdin charge analysis, in e, for atoms 1 through 6: N -0.288; N -0.071; O -0.106; O 0.031; O -0.470; S 0.912

(b)
Density functional theory data (ωB97M-V/def2-TZVPD) for 2 unconnected molecules or ions with the total composition H2N2O3S.

The value obtained for the frontier orbital gap (spin up / spin down) is 8.72 / 8.99 eV. Its LUMO energy (spin up / spin down) is -0.038 / -0.038 Eh. Its HOMO energy (spin up / spin down) is -9.767 / -10.028 eV.

Structure (ORCA input):
```
! RIJCOSX wB97M-V def2-TZVPD def2/J DEFGRID3
* xyz 0 1
N 0.22 0.74 0.20
N 0.55 -1.48 -0.06
O -4.02 0.76 0.63
O -2.50 -1.02 0.07
O 0.98 -0.34 0.29
S -3.45 -0.01 -0.37
H 0.75 1.63 0.39
H -0.25 -1.52 -0.61
*
```

Results of the Löwdin charge analysis, in e, for atoms 1 through 6: N 0.062; N 0.092; O -0.406; O -0.459; O -0.220; S 0.855

Top of the stability list: (a), leading by 221.4 kJ/mol.

(a)
Density functional theory data (ωB97M-V/def2-TZVPD) for a gas-phase ion, C4H8N2P (charge +1).

The value obtained for the frontier orbital gap (spin up / spin down) is 7.12 / 7.80 eV. Its LUMO energy (spin up / spin down) is -0.187 / -0.181 Eh. Its HOMO energy (spin up / spin down) is -12.218 / -12.723 eV. The structure (SMILES) is [H]/P=C/[NH+]=C/N=C\C.

Structure (ORCA input):
```
! RIJCOSX wB97M-V def2-TZVPD def2/J DEFGRID3
* xyz 1 1
H -4.86 1.08 -0.45
P -3.95 0.01 -0.46
C -2.31 0.54 0.77
N -1.24 -0.21 0.52
C -0.06 0.07 1.02
N 1.04 -0.69 0.81
C 2.04 -0.82 0.04
C 2.38 -0.03 -1.22
H -2.29 1.18 1.62
H -1.30 -0.94 -0.20
H 0.09 0.85 1.86
H 2.98 -1.40 0.28
H 3.37 0.40 -0.98
H 2.46 -0.78 -2.03
H 1.66 0.75 -1.59
*
```

Results of the Löwdin charge analysis, in e, for atoms 1 through 6: H -0.202; P 0.809; C -0.286; N -0.047; C -0.097; N 0.117

(b)
Density functional theory data (ωB97M-V/def2-TZVPD) for 2 unconnected molecules or ions with the total composition C4H8N2P.

The value obtained for the frontier orbital gap (spin up / spin down) is 5.01 / 5.01 eV. Its LUMO energy (spin up / spin down) is -0.205 / -0.205 Eh. Its HOMO energy (spin up / spin down) is -10.595 / -10.588 eV.

Structure (ORCA input):
```
! RIJCOSX wB97M-V def2-TZVPD def2/J DEFGRID3
* xyz 1 1
C 2.35 0.16 -0.22
C -0.04 -0.67 -0.46
C -2.48 -0.31 -0.36
C 3.19 0.40 0.94
N 1.15 -0.24 -0.10
N -1.16 0.05 -0.42
P -6.42 0.30 0.42
H 2.69 0.28 -1.21
H -0.16 -1.68 -0.76
H -2.49 -1.34 -0.73
H 3.55 -0.68 1.25
H 4.02 0.98 0.73
H 2.82 0.78 2.01
H -0.92 1.05 -0.30
H -6.09 0.91 -0.79
*
```

Results of the Löwdin charge analysis, in e, for atoms 1 through 6: C -0.073; C -0.051; C 0.183; C -0.034; N 0.178; N -0.060

Top of the stability list: (a), leading by 334.3 kJ/mol.

(a)
Density functional theory data (ωB97M-V/def2-TZVPD) for a gas-phase ion, C6H9NO (charge -1).

The value obtained for the frontier orbital gap (spin up / spin down) is 4.44 / 8.18 eV. Its LUMO energy (spin up / spin down) is 0.156 / 0.152 Eh. The expectation value of S² is 0.76. Its HOMO energy (spin up / spin down) is -0.210 / -4.040 eV.

Structure (ORCA input):
```
! RIJCOSX wB97M-V def2-TZVPD def2/J DEFGRID3
* xyz -1 2
O -2.89 -0.61 -1.34
C -1.69 -0.68 -1.00
C -0.62 0.30 -1.41
C 0.75 -0.14 -0.88
C 1.00 0.46 0.51
C 2.21 0.56 1.09
C -0.92 -0.12 1.61
N -0.12 0.81 1.20
H -1.33 -1.60 -0.50
H -0.87 1.30 -1.01
H -0.60 0.48 -2.48
H 1.55 0.31 -1.47
H 0.75 -1.22 -0.78
H 3.14 0.23 0.66
H 2.21 0.90 2.13
H -0.76 -1.19 1.52
H -1.81 0.22 2.14
*
```

Results of the Löwdin charge analysis, in e, for atoms 1 through 6: O -0.116; C -0.378; C -0.221; C -0.170; C -0.466; C -0.020

(b)
Density functional theory data (ωB97M-V/def2-TZVPD) for 2 unconnected molecules or ions with the total composition C6H9NO.

The value obtained for the frontier orbital gap (spin up / spin down) is 2.14 / 8.50 eV. Its LUMO energy (spin up / spin down) is 0.124 / 0.125 Eh. The expectation value of S² is 0.75. Its HOMO energy (spin up / spin down) is 1.240 / -5.097 eV.

Structure (ORCA input):
```
! RIJCOSX wB97M-V def2-TZVPD def2/J DEFGRID3
* xyz -1 2
N -1.37 1.85 -0.64
C -0.23 1.12 -0.97
C 0.74 1.80 -1.72
C 2.03 1.25 -1.85
C 2.24 -0.07 -1.41
C 1.34 -0.69 -0.52
C 0.11 -0.10 -0.41
H -2.24 1.40 -0.46
H -1.31 2.85 -0.52
H 0.59 2.77 -2.19
H 2.86 1.92 -2.00
H 3.23 -0.46 -1.68
H 1.69 -1.53 0.06
H -0.76 -0.54 0.09
H -3.23 -3.25 5.26
H -2.96 -4.29 4.04
O -2.73 -4.01 4.94
*
```

Results of the Löwdin charge analysis, in e, for atoms 1 through 6: N 0.047; C -0.385; C -0.083; C -0.128; C -0.135; C -0.131

Top of the stability list: (b), leading by 24.4 kJ/mol.

(a)
Density functional theory data (ωB97M-V/def2-TZVPD) for 5 unconnected molecules or ions with the total composition H9O4S.

The value obtained for the frontier orbital gap is 7.27 eV. Its LUMO energy is 0.130 Eh. Its HOMO energy is -3.732 eV.

Structure (ORCA input):
```
! RIJCOSX wB97M-V def2-TZVPD def2/J DEFGRID3
* xyz -1 1
S 1.17 -0.29 0.34
H 1.71 0.86 -0.11
H 0.49 -2.10 3.24
H 0.19 -1.30 2.01
O -0.24 -1.91 2.65
H 1.38 3.04 0.09
H 0.37 3.96 -0.53
O 0.88 3.84 0.27
H -2.97 -1.76 0.00
H -3.24 -0.63 0.87
O -3.73 -1.32 0.41
H 0.84 0.40 -3.12
H 0.65 -0.92 -3.27
O 0.85 -0.20 -3.90
*
```

Results of the Löwdin charge analysis, in e, for atoms 1 through 6: S -0.089; H -0.469; H 0.007; H -0.172; O -0.152; H -0.006

(b)
Density functional theory data (ωB97M-V/def2-TZVPD) for 5 unconnected molecules or ions with the total composition H9O4S.

The value obtained for the frontier orbital gap is 7.46 eV. Its LUMO energy is 0.138 Eh. Its HOMO energy is -3.713 eV.

Structure (ORCA input):
```
! RIJCOSX wB97M-V def2-TZVPD def2/J DEFGRID3
* xyz -1 1
S 1.61 0.14 0.33
H 2.25 -0.87 -0.32
H 0.45 -2.74 2.52
H 0.25 -1.59 1.55
O -0.23 -2.19 2.14
H 0.42 3.65 0.57
H 1.54 2.62 0.82
O 1.01 3.32 1.24
H -2.33 -1.22 -0.05
H -2.83 -0.06 0.64
O -2.94 -1.02 0.66
H 0.13 -0.50 -2.83
H 0.73 0.51 -3.58
O -0.06 -0.04 -3.66
*
```

Results of the Löwdin charge analysis, in e, for atoms 1 through 6: S -0.093; H -0.418; H 0.009; H -0.108; O -0.119; H 0.005

Top of the stability list: (b), leading by 16.2 kJ/mol.

(a)
Density functional theory data (ωB97M-V/def2-TZVPD) for 2 unconnected molecules or ions with the total composition CH4N2O2.

The value obtained for the frontier orbital gap (spin up / spin down) is 8.87 / 8.19 eV. Its LUMO energy (spin up / spin down) is 0.015 / -0.001 Eh. Its HOMO energy (spin up / spin down) is -8.455 / -8.212 eV.

Structure (ORCA input):
```
! RIJCOSX wB97M-V def2-TZVPD def2/J DEFGRID3
* xyz 0 1
C -1.12 -0.14 0.47
N 0.49 0.85 -1.83
N 0.16 0.52 0.43
O 1.24 -0.25 0.45
O 1.44 0.19 -1.85
H -1.82 -0.11 -0.36
H -1.50 0.07 1.40
H -0.91 -1.18 0.41
H 2.02 0.05 0.87
*
```

Results of the Löwdin charge analysis, in e, for atoms 1 through 6: C -0.131; N 0.104; N -0.148; O -0.082; O -0.023; H 0.079

(b)
Density functional theory data (ωB97M-V/def2-TZVPD) for a single CH4N2O2 molecule.

The value obtained for the frontier orbital gap is 11.45 eV. Its LUMO energy is 0.034 Eh. Its HOMO energy is -10.517 eV. The structure (SMILES) is [H]/N=[N+](/[O-])OC.

Structure (ORCA input):
```
! RIJCOSX wB97M-V def2-TZVPD def2/J DEFGRID3
* xyz 0 1
H -1.60 1.61 -0.47
N -2.01 0.80 -0.09
N -1.15 -0.01 0.22
O -1.16 -1.09 0.70
O 0.16 0.63 -0.23
C 1.28 -0.25 -0.07
H 1.03 -1.17 -0.60
H 1.28 -0.79 0.93
H 2.16 0.28 -0.39
*
```

Results of the Löwdin charge analysis, in e, for atoms 1 through 6: H 0.068; N 0.184; N -0.375; O 0.084; O -0.127; C -0.090

(c)
Density functional theory data (ωB97M-V/def2-TZVPD) for 2 unconnected molecules or ions with the total composition CH4N2O2.

The value obtained for the frontier orbital gap is 8.36 eV. Its LUMO energy is -0.005 Eh. Its HOMO energy is -8.488 eV.

Structure (ORCA input):
```
! RIJCOSX wB97M-V def2-TZVPD def2/J DEFGRID3
* xyz 0 1
C -0.07 0.39 -0.04
H 0.90 -1.73 0.56
H 1.72 1.10 -0.44
H -0.54 1.44 0.10
H -2.33 0.44 0.00
N 1.28 0.33 0.09
N -0.79 -0.68 -0.18
O 1.95 -0.84 -0.10
O -2.12 -0.46 0.00
*
```

Results of the Löwdin charge analysis, in e, for atoms 1 through 6: C -0.240; H 0.349; H 0.146; H 0.164; H 0.038; N -0.181

(d)
Density functional theory data (ωB97M-V/def2-TZVPD) for a single CH4N2O2 molecule.

The value obtained for the frontier orbital gap is 10.45 eV. Its LUMO energy is 0.023 Eh. Its HOMO energy is -9.840 eV. The structure (SMILES) is CONN=O.

Structure (ORCA input):
```
! RIJCOSX wB97M-V def2-TZVPD def2/J DEFGRID3
* xyz 0 1
C -1.33 0.40 -0.09
O -0.60 -0.84 -0.07
N 0.90 -0.76 0.04
N 1.47 0.42 -0.02
O 2.69 0.34 0.18
H -1.65 0.79 0.84
H -2.09 0.34 -0.76
H -0.47 1.01 -0.51
H 1.08 -1.70 0.40
*
```

Results of the Löwdin charge analysis, in e, for atoms 1 through 6: C -0.079; O -0.162; N 0.027; N -0.095; O -0.073; H 0.077

Top of the stability list: (b), leading by 87.6 kJ/mol.